87
Properties=species:S:1:pos:R:3:forces:R:3 method="wB97M-V/def2-TZVPD" fmax_ha_per_bohr=0.04000 charge=0 e_above_lowest_kcal_mol=0.0 multiplicity=2
C 2.8073 -2.6910 -3.0856 -0.1 -0.2 0.2
C 2.2544 -1.7791 -4.1332 -0.4 0.0 -1.2
H 2.4523 -3.7253 -3.2119 0.1 0.3 0.2
H 2.5409 -2.3253 -2.0875 0.1 -0.3 -0.1
H 3.9050 -2.7010 -3.1783 -0.2 -0.1 0.1
C 2.1708 -2.1234 -5.4391 0.2 0.7 0.7
C 2.4838 -3.4672 -6.0087 0.1 -0.5 -0.3
H 1.9695 -1.3623 -6.2013 -0.2 -0.3 0.5
H 2.0469 -4.3021 -5.4373 0.3 0.3 0.0
H 3.5733 -3.6248 -6.0809 -0.3 -0.1 0.1
H 2.0843 -3.5385 -7.0301 0.1 0.0 0.2
Yb 0.1357 0.8792 1.8782 1.6 -1.3 -0.3
Cl 2.1925 2.2005 2.6717 -0.7 0.4 0.1
Cl 2.0190 -0.4308 0.7104 -0.9 0.6 0.5
C -0.2684 3.8716 1.2835 -0.1 0.7 -0.6
O -0.9698 2.8896 1.6097 0.4 -0.5 0.2
N -0.7386 4.8475 0.5092 -0.2 -0.9 0.0
C -2.1277 4.7602 0.0510 0.0 -0.1 0.1
C 0.2342 5.7487 -0.0814 0.5 0.0 0.3
H 0.7868 3.9681 1.5958 -0.3 -0.2 0.0
H -2.7081 4.3240 0.8729 0.0 0.3 -0.3
H -2.2530 4.0851 -0.8160 0.2 0.4 0.2
H -2.4794 5.7735 -0.1767 0.0 -0.4 0.0
H 1.0525 5.7437 0.6470 0.1 0.4 -0.4
H -0.1702 6.7583 -0.1771 0.0 -0.2 0.0
H 0.6495 5.3856 -1.0379 -0.5 0.1 0.3
H 0.1196 -4.9238 2.4038 -0.1 -0.4 -0.2
H -0.3343 -3.7658 -0.3833 -0.2 0.0 0.2
C -0.9581 -4.9756 2.1939 0.7 0.5 0.7
C -1.3552 -3.8885 0.0152 -0.3 0.2 -0.2
N -1.3124 -3.7644 1.4685 -0.4 1.1 0.2
H -1.5035 -5.0253 3.1439 -0.1 -0.1 -0.3
C -1.0843 -2.5560 2.0359 0.5 -0.6 -0.1
O -1.5384 -1.4615 1.6447 0.5 0.0 -0.1
H -2.0363 -3.1569 -0.4284 0.0 -0.1 0.1
H -0.3735 -2.5537 2.8971 -0.7 -0.4 -0.1
H -1.1750 -5.8332 1.5586 0.0 0.1 0.3
H -1.7036 -4.8977 -0.2050 -0.1 0.2 -0.2
O 0.9879 -0.4295 -2.5461 -1.6 0.4 -0.1
C 1.9066 -0.3721 -3.6469 0.4 0.2 -0.2
C 0.2233 0.1461 -5.4489 -0.1 0.6 -0.1
C 1.3912 0.5292 -4.7782 0.4 -0.3 0.2
H -0.2164 -0.8328 -5.2464 0.0 0.5 0.1
C -0.3457 0.9923 -6.4087 0.3 -0.4 0.1
H 2.8347 0.0167 -3.1822 -0.3 0.2 -0.5
C 2.0617 1.6984 -5.1613 -0.3 -0.3 -0.1
H -1.2912 0.7010 -6.8641 0.2 0.1 -0.1
C 0.3221 2.1512 -6.8057 0.0 -0.2 0.3
C 1.5230 2.4943 -6.1790 0.2 -0.1 0.0
H 3.0164 1.9437 -4.6777 -0.5 0.0 -0.2
H -0.0727 2.7524 -7.6254 0.1 0.0 0.3
H 2.0579 3.3847 -6.5033 -0.1 -0.1 0.1
Si -0.4281 0.4824 -2.2955 1.4 -0.3 -0.7
Cl 1.7006 -3.7867 1.0145 0.4 -0.1 0.1
C -1.9300 -0.1333 -3.1937 -0.5 0.1 -0.4
C 0.0805 2.2993 -2.3851 -0.1 0.5 -0.3
C -0.8800 0.3040 -0.5227 0.8 0.3 0.8
H -2.0803 0.3593 -4.1643 -0.1 -0.3 0.3
H -2.8158 0.0610 -2.5592 0.3 -0.1 -0.3
H -1.8585 -1.2251 -3.3458 0.0 0.4 0.0
H -0.8265 -0.7471 -0.2147 0.0 0.4 0.1
H -1.8052 0.8065 -0.1831 0.4 -0.2 -0.4
H 0.0663 0.8337 -0.2197 -0.7 -0.4 -0.3
H 0.4941 2.5880 -3.3625 -0.2 0.0 0.3
H 0.8817 2.4806 -1.6448 -0.2 -0.3 -0.2
H -0.7328 3.0062 -2.1435 0.1 -0.3 -0.1
C 1.8223 -0.4239 5.1779 0.5 0.2 -0.5
N 0.5145 -0.2292 5.8009 -0.5 0.3 -1.0
C 0.3905 -0.5194 7.2156 0.1 -0.4 -0.3
C -0.8551 0.1351 7.7412 0.1 0.3 0.5
C -2.0581 -0.2961 6.9632 -0.2 -0.5 0.0
N -1.8070 -0.1424 5.5542 0.3 0.3 -1.1
C -2.9696 -0.1477 4.6854 -0.5 0.2 -0.2
C -0.5691 -0.0006 5.0132 0.2 -0.5 1.7
O -0.4417 0.3097 3.8052 0.0 -0.2 0.2
H 2.5434 -0.5678 6.0028 -0.3 0.1 -0.6
H 2.1051 0.4496 4.5559 -0.1 -0.5 0.5
H 1.8353 -1.3078 4.5096 0.0 0.3 0.4
H 0.3624 -1.6121 7.3536 0.0 0.2 0.2
H 1.2859 -0.1216 7.7036 -0.2 -0.1 0.0
H -0.7482 1.2180 7.6481 0.0 0.0 0.1
H -0.9817 -0.1127 8.7905 0.0 0.1 0.2
H -2.9269 0.3178 7.2162 0.0 -0.1 0.0
H -2.3093 -1.3476 7.1628 0.0 0.1 0.1
H -3.6181 -1.0004 4.9416 0.3 0.2 0.0
H -3.5591 0.7769 4.8251 0.2 -0.3 -0.1
H -2.6685 -0.2446 3.6366 -0.1 0.0 0.4